1.
Below is an isolated molecule of C8H5ClO3, with properties calculated with ωB97M-V/def2-TZVPD.

HOMO   -10.3157 eV
E_LUMO   -1.25 eV
Orbital gap   9.1 eV
SMILES   O=C1C=CC(=O)C(CC(=O)Cl)=C1

Cartesian coordinates (Å):
O (-1.9920, -2.2579, -1.6815)
C (-1.1975, -1.7467, -0.9256)
C (0.0550, -2.4312, -0.4987)
C (1.1384, -1.7007, -0.2417)
C (1.0501, -0.2260, -0.4224)
O (1.9504, 0.4366, -0.8840)
C (-0.2925, 0.3709, -0.1233)
C (-0.3772, 1.7843, 0.3800)
C (0.7217, 2.1213, 1.3425)
O (1.3899, 1.3528, 1.9394)
Cl (0.8867, 3.8681, 1.6267)
C (-1.3720, -0.3679, -0.3907)
H (0.0487, -3.5116, -0.4421)
H (2.0924, -2.1241, 0.0425)
H (-1.3082, 1.9037, 0.9418)
H (-0.4194, 2.5169, -0.4262)
H (-2.3745, 0.0116, -0.2366)

2.
Below is a structure of composition C4H4N2O2, with properties calculated with ωB97M-V/def2-TZVPD.

HOMO   -10.0394 eV
E_LUMO   -1.01 eV
Orbital gap   9.0 eV

Cartesian coordinates (Å):
C (0.8767, -0.4017, 0.3231)
C (0.1105, -1.6386, -0.0343)
C (-1.2059, -1.2553, -0.0802)
C (-1.2891, 0.2089, 0.1325)
H (1.8775, 1.8038, -0.8035)
H (0.6291, 2.9506, 0.8101)
H (0.4634, -2.7459, -0.3163)
H (-1.9957, -2.1355, -0.0324)
N (0.7370, 2.0494, -0.2736)
N (0.0324, 0.7395, 0.4647)
O (2.0996, -0.4408, -0.0709)
O (-2.3354, 0.8656, -0.1191)

3.
Below is a structure of composition C35H37IP2W, with properties calculated with ωB97M-V/def2-TZVPD.

HOMO (spin up / spin down)   -13.6068 / -13.3308 eV
E_LUMO (spin up / spin down)   -7.42 / -9.15 eV
Total charge   +2
2S+1   3
Expectation value of S²   2.03
Orbital gap (spin up / spin down)   6.2 / 4.2 eV

Cartesian coordinates (Å):
W (0.5993, 0.2033, 2.9241)
C (-0.4546, -0.4189, 4.7148)
C (-1.3336, -0.4569, 3.5738)
C (-2.3516, 0.6229, 3.3636)
C (-1.8409, 1.8454, 2.5624)
C (-0.3542, 2.0494, 2.5307)
C (0.3961, 2.1632, 3.7720)
C (-0.3032, 2.1288, 5.1027)
C (-0.5179, 0.7134, 5.6984)
C (0.4325, -0.6627, 1.1387)
H (-0.1106, -1.3824, 5.0878)
H (-1.5617, -1.4365, 3.1508)
H (-2.7994, 0.9432, 4.3217)
H (-3.2198, 0.1994, 2.8249)
H (-2.2151, 1.7503, 1.5319)
H (-2.3456, 2.7429, 2.9537)
H (0.0693, 2.5765, 1.6777)
H (1.3508, 2.6904, 3.7361)
H (-1.2616, 2.6728, 5.0653)
H (0.3069, 2.6982, 5.8281)
H (0.2369, 0.5415, 6.4818)
H (-1.4793, 0.7272, 6.2396)
H (1.4049, -0.9434, 0.7044)
H (-0.0879, 0.1094, 0.5387)
H (-0.2345, -1.5164, 1.3306)
P (-0.4055, -1.7579, -1.0881)
P (1.6113, 0.8086, -1.2171)
C (-1.0139, -0.1292, -1.6131)
C (-0.1588, 0.9459, -1.6542)
C (-0.4173, -2.7627, -2.6501)
C (-1.4163, -2.4932, -3.5876)
C (-1.6106, -3.3494, -4.6726)
C (-0.8040, -4.4791, -4.8286)
C (0.2465, -4.7093, -3.9324)
C (0.4650, -3.8411, -2.8580)
C (-1.8988, -2.5039, -0.2818)
C (-2.7545, -1.6681, 0.4549)
C (-3.7447, -2.2340, 1.2560)
C (-3.9888, -3.6112, 1.2106)
C (-3.1827, -4.4387, 0.4177)
C (-2.0878, -3.8952, -0.2599)
C (2.3330, 1.0078, -2.9195)
C (2.0995, -0.0215, -3.8564)
C (2.5552, 0.0886, -5.1706)
C (3.2809, 1.2163, -5.5838)
C (3.5189, 2.2383, -4.6565)
C (3.0743, 2.1238, -3.3326)
C (2.0649, 2.3988, -0.4315)
C (3.3006, 2.5094, 0.2371)
C (3.5827, 3.6533, 0.9796)
C (2.6319, 4.6781, 1.0810)
C (1.4442, 4.6045, 0.3471)
C (1.1727, 3.4772, -0.4333)
H (-2.0758, -0.0419, -1.8999)
H (-0.4679, 1.8938, -2.1202)
H (-2.0606, -1.6290, -3.4401)
H (-2.4029, -3.1312, -5.3861)
H (-0.9902, -5.1739, -5.6493)
H (0.8898, -5.5768, -4.0702)
H (1.2845, -3.9953, -2.1554)
H (-2.6432, -0.5786, 0.4142)
H (-4.3223, -1.6032, 1.9350)
H (-4.7975, -4.0176, 1.8207)
H (-3.4092, -5.4998, 0.3243)
H (-1.3638, -4.5399, -0.7585)
H (1.5480, -0.9122, -3.5521)
H (2.3464, -0.7008, -5.8935)
H (3.6507, 1.3013, -6.6148)
H (4.0570, 3.1354, -4.9738)
H (3.2969, 2.9197, -2.6234)
H (4.0152, 1.6872, 0.1963)
H (4.5396, 3.7489, 1.4978)
H (2.8211, 5.5420, 1.7262)
H (0.7236, 5.4233, 0.3967)
H (0.2522, 3.4233, -1.0090)
I (2.8852, -0.0918, 4.0247)

4.
Below is the ion C5H13N2O with charge +1, with properties calculated with ωB97M-V/def2-TZVPD.

HOMO   -11.8061 eV
E_LUMO   -3.04 eV
Total charge   +1
Orbital gap   8.8 eV
SMILES   C=C(N)C[C@@H]([NH3+])CO

Cartesian coordinates (Å):
C (0.9466, 1.5988, -0.8722)
C (1.4983, 0.3565, -0.7351)
N (2.8424, 0.2304, -0.7435)
C (0.6928, -0.9440, -0.4067)
C (-0.5124, -0.7746, 0.5634)
N (-0.4568, 0.4546, 1.4416)
C (-1.8651, -0.7745, -0.2203)
O (-2.7717, -0.1503, 0.6770)
H (-0.1125, 1.7604, -0.7016)
H (1.2222, 2.3748, -1.5696)
H (3.2267, -0.6341, -0.4059)
H (3.4227, 0.9927, -1.0426)
H (0.3038, -1.2960, -1.3765)
H (1.4597, -1.6905, -0.1970)
H (-0.5340, -1.6138, 1.2829)
H (-0.3244, 0.1953, 2.4165)
H (-1.3411, 0.9649, 1.2892)
H (0.3028, 1.1220, 1.2089)
H (-1.7152, -0.1589, -1.0964)
H (-2.2024, -1.8019, -0.3003)
H (-3.6986, -0.3148, 0.5162)

5.
Below is a structure of composition C33H40AsBrN3SSi2Ti, with properties calculated with ωB97M-V/def2-TZVPD.

HOMO (spin up / spin down)   -6.4845 / -6.6238 eV
E_LUMO (spin up / spin down)   -0.03 / -0.14 eV
2S+1   2
Expectation value of S²   0.76
Orbital gap (spin up / spin down)   6.5 / 6.5 eV

Cartesian coordinates (Å):
Ti (0.0209, -0.0120, -0.1126)
C (1.9019, -3.9741, 0.3989)
C (2.7352, -4.0588, -0.7037)
C (2.7212, -3.0449, -1.6386)
C (1.8978, -1.9396, -1.4480)
N (1.1182, -1.8492, -0.3608)
C (1.0984, -2.8604, 0.5205)
C (1.8192, -0.7877, -2.3873)
C (2.4206, -0.8563, -3.6451)
C (2.4423, 0.2585, -4.4648)
C (1.8581, 1.4402, -4.0173)
C (1.2167, 1.4707, -2.7868)
C (1.1541, 0.3633, -1.9266)
H (1.8558, -4.7507, 1.1501)
H (3.3815, -4.9174, -0.8420)
H (3.3520, -3.0966, -2.5136)
H (0.4009, -2.7609, 1.3405)
H (2.8659, -1.7785, -4.0018)
H (2.9086, 0.2072, -5.4407)
H (1.8926, 2.3286, -4.6379)
H (0.7497, 2.4063, -2.4894)
C (3.4751, 1.2353, 0.2014)
C (3.0337, 0.3370, 1.3200)
C (4.0421, -0.2307, 2.1425)
C (3.7000, -1.0121, 3.1941)
C (2.3374, -1.1951, 3.5134)
C (1.9223, -1.9706, 4.6260)
C (0.5920, -2.0780, 4.8956)
C (-0.3613, -1.4041, 4.0961)
C (-0.0033, -0.6404, 3.0106)
S (-1.1961, 0.2399, 2.0723)
C (1.3894, -0.5727, 2.6845)
N (1.7529, 0.1205, 1.5398)
H (4.5055, 1.0220, -0.0792)
H (3.4298, 2.2749, 0.5373)
H (2.8408, 1.1521, -0.6747)
H (5.0792, -0.0437, 1.8962)
H (4.4599, -1.4849, 3.8075)
H (2.6690, -2.4577, 5.2420)
H (0.2542, -2.6691, 5.7381)
H (-1.4144, -1.4731, 4.3395)
C (-3.2987, 2.1998, -3.9664)
C (-2.5350, 2.4613, -2.6948)
C (-2.4220, 3.7199, -2.1312)
C (-1.6382, 3.9114, -1.0143)
C (-0.9908, 2.8073, -0.4808)
Br (0.2823, 3.1112, 0.8708)
N (-1.1344, 1.5780, -0.9458)
C (-1.8805, 1.4249, -2.0490)
H (-3.8137, 3.1005, -4.3006)
H (-4.0431, 1.4134, -3.8350)
H (-2.6226, 1.8803, -4.7622)
H (-2.9348, 4.5638, -2.5805)
H (-1.4916, 4.8843, -0.5703)
H (-1.9401, 0.4102, -2.4174)
C (-0.4864, -3.8329, -2.7375)
Si (-1.9872, -2.7545, -2.5275)
C (-3.4549, -3.9098, -2.5621)
C (-2.0386, -1.7141, -4.0743)
As (-1.9120, -1.6947, -0.4474)
Si (-4.0536, -0.7309, -0.3028)
C (-5.0431, -0.6991, -1.8908)
C (-4.9970, -1.7980, 0.8894)
C (-4.1302, 1.0283, 0.3284)
H (-0.7016, -4.5838, -3.5069)
H (-0.2268, -4.3553, -1.8124)
H (0.3804, -3.2581, -3.0671)
H (-3.3575, -4.6347, -3.3793)
H (-4.3970, -3.3751, -2.7006)
H (-3.5212, -4.4575, -1.6187)
H (-2.0661, -2.4016, -4.9290)
H (-1.1444, -1.0872, -4.1761)
H (-2.9204, -1.0741, -4.1356)
H (-5.4610, -1.6799, -2.1261)
H (-4.4607, -0.3739, -2.7533)
H (-5.8769, 0.0018, -1.7622)
H (-4.9878, -2.8381, 0.5503)
H (-6.0388, -1.4675, 0.9867)
H (-4.5238, -1.7662, 1.8759)
H (-4.2216, 1.7367, -0.5008)
H (-3.2848, 1.3278, 0.9475)
H (-5.0319, 1.1139, 0.9462)

6.
Below is an isolated molecule of C2H4N4, with properties calculated with ωB97M-V/def2-TZVPD.

HOMO   -10.2503 eV
E_LUMO   0.94 eV
Orbital gap   11.2 eV
SMILES   Cn1ncnn1

Cartesian coordinates (Å):
C (0.3093, 1.3431, -0.8155)
N (0.1956, 0.1592, -0.0597)
N (-1.2341, -0.4987, 0.3162)
C (-0.7884, -1.5332, 0.9421)
N (0.6306, -1.6463, 1.0129)
N (1.0623, -0.6608, 0.2788)
H (1.3679, 1.9038, -0.6678)
H (0.4067, 1.1391, -1.8075)
H (-0.4940, 2.0961, -0.6748)
H (-1.4558, -2.3024, 1.4753)

7.
Below is a cluster of 2 separate species, C25H48Br2ClNO2P in total, with properties calculated with ωB97M-V/def2-TZVPD.

HOMO   -11.8796 eV
E_LUMO   -1.94 eV
Total charge   +1
Orbital gap   9.9 eV

Cartesian coordinates (Å):
C (2.3260, -7.6047, 0.3287)
C (2.7482, -6.2870, -0.2512)
Cl (4.4430, -5.9732, 0.3111)
C (1.9196, -5.0842, 0.1756)
C (0.4221, -5.2968, 0.1739)
C (-0.1761, -6.0571, 1.3675)
C (-1.5796, -5.4577, 1.5385)
Br (-1.9071, -5.1810, 3.5118)
C (-2.7827, -6.2836, 1.1344)
C (-2.8382, -6.8025, -0.2932)
O (-3.1082, -7.9419, -0.5530)
Br (-2.5908, -5.5616, -1.7958)
N (-1.5408, -4.1307, 0.9675)
C (-0.2292, -3.9415, 0.4351)
O (0.2712, -2.8574, 0.3227)
H (2.9950, -8.3663, -0.0400)
H (1.3358, -7.8865, 0.0045)
H (2.4157, -7.6214, 1.3997)
H (2.8260, -6.3367, -1.3220)
H (2.1172, -4.2960, -0.5330)
H (2.2734, -4.7193, 1.1248)
H (0.0543, -5.7676, -0.7230)
H (-0.2222, -7.1289, 1.3093)
H (0.3715, -5.7381, 2.2409)
H (-3.6666, -5.6784, 1.2801)
H (-2.8882, -7.1481, 1.7576)
H (-2.2646, -4.0339, 0.2692)
C (-2.3250, -0.4530, -0.0683)
C (-1.2134, 0.0687, 0.8352)
C (-1.5438, 1.4155, 1.4784)
C (-1.4574, 2.6130, 0.5207)
P (0.1758, 3.2888, 0.2015)
C (0.9584, 3.5995, 1.8030)
C (0.1866, 4.3454, 2.9024)
C (0.0396, 5.8645, 2.7674)
C (1.3393, 6.6059, 2.4723)
C (0.0015, 4.8875, -0.5978)
C (-0.7407, 5.0454, -1.9368)
C (0.0228, 4.6893, -3.2165)
C (1.4623, 5.1886, -3.2666)
C (1.3661, 2.1756, -0.5652)
C (1.3007, 1.6856, -2.0193)
C (-0.0115, 1.0302, -2.4809)
C (0.0625, -0.4961, -2.5076)
H (-2.5687, 0.2451, -0.8736)
H (-2.0266, -1.3956, -0.5247)
H (-3.2347, -0.6331, 0.5064)
H (-0.2807, 0.1260, 0.2704)
H (-1.0391, -0.6635, 1.6242)
H (-0.8850, 1.5791, 2.3350)
H (-2.5564, 1.3745, 1.8826)
H (-2.0192, 3.4479, 0.9569)
H (-1.9720, 2.3948, -0.4173)
H (1.9237, 4.0748, 1.6111)
H (1.2052, 2.6065, 2.1921)
H (0.7131, 4.1466, 3.8378)
H (-0.8072, 3.9061, 3.0218)
H (-0.3653, 6.2366, 3.7096)
H (-0.7133, 6.1174, 2.0165)
H (2.0815, 6.4217, 3.2505)
H (1.1608, 7.6792, 2.4305)
H (1.7743, 6.3160, 1.5137)
H (0.9784, 5.3743, -0.6234)
H (-0.5836, 5.4645, 0.1236)
H (-1.0280, 6.0962, -2.0052)
H (-1.6768, 4.4817, -1.9076)
H (-0.5248, 5.1187, -4.0567)
H (-0.0109, 3.6103, -3.3800)
H (1.5054, 6.2776, -3.2120)
H (1.9350, 4.8826, -4.1988)
H (2.0708, 4.7857, -2.4534)
H (1.4472, 1.3099, 0.0992)
H (2.3246, 2.6962, -0.4471)
H (2.1171, 0.9729, -2.1465)
H (1.5553, 2.5151, -2.6794)
H (-0.2400, 1.3719, -3.4922)
H (-0.8502, 1.3505, -1.8593)
H (0.7814, -0.8273, -3.2573)
H (-0.9053, -0.9242, -2.7682)
H (0.3657, -0.9089, -1.5425)

8.
Below is an isolated molecule of C5H9NO2, with properties calculated with ωB97M-V/def2-TZVPD.

HOMO   -8.0506 eV
E_LUMO   0.68 eV
Orbital gap   8.7 eV
SMILES   C/C(O)=C(/C)NC=O

Cartesian coordinates (Å):
C (1.3129, 1.4134, -0.2549)
C (0.7810, 0.0146, -0.2119)
O (1.6447, -0.9615, -0.6484)
C (-0.2728, -0.4019, 0.5639)
C (-0.5419, -1.8671, 0.7637)
N (-1.3405, 0.4219, 0.9045)
C (-1.6040, 0.5929, -0.7032)
O (-1.9343, -0.1863, -1.5474)
H (0.5468, 2.1425, 0.0044)
H (2.1468, 1.5256, 0.4468)
H (1.6957, 1.6471, -1.2559)
H (2.3130, -0.5749, -1.2259)
H (-1.2382, -2.0077, 1.5912)
H (0.3868, -2.3833, 1.0139)
H (-0.9664, -2.3087, -0.1449)
H (-1.1541, 1.2578, 1.4451)
H (-1.7756, 1.6755, -0.7410)

| no. | strongest force on any atom (eV/A) |
| --- | --- |
| 1 | 0.44 |
| 2 | 6.40 |
| 3 | 2.96 |
| 4 | 1.99 |
| 5 | 1.25 |
| 6 | 6.27 |
| 7 | 2.30 |
| 8 | 3.98 |